Entry 1:
The following is a quantum chemistry calculation of C11H8NO5Pb as an isolated structure at a distorted geometry, from the OMol25 dataset.

The geometry in ORCA input format:
```
! RIJCOSX wB97M-V def2-TZVPD def2/J DEFGRID3
* xyz 1 1
O -0.1500 -4.8987 -3.7439
C -0.0980 -3.8050 -3.4033
Pb -0.0305 -1.8710 -2.3716
O -0.4742 -4.6658 -0.3153
C -0.3295 -3.6378 -0.7709
C 0.2603 0.7103 -3.2999
O 0.4033 1.8297 -3.3172
C -2.5712 -0.9936 -2.2432
O -3.6422 -0.6072 -2.1243
C 2.5331 -1.4698 -1.8459
O 3.6208 -1.2607 -1.5849
H 0.2070 -0.5188 -4.0347
C 0.0610 2.6080 3.7893
C 0.0358 1.8012 2.5119
C 0.8755 0.7282 2.3286
C 0.8332 -0.0309 1.1358
N -0.0344 0.2365 0.1309
C -0.8376 1.2854 0.2656
C -0.8875 2.1274 1.4477
H -0.1637 1.9999 4.6784
H 1.0350 3.0895 3.9553
H -0.6773 3.3926 3.7304
H 1.5903 0.4092 3.1115
H 1.5100 -0.8650 0.9937
H -1.4879 1.4946 -0.5765
H -1.5813 2.9117 1.5525
*
```

Results
Electronic energy (hartree): -1047.26852
Lowest unoccupied orbital energy (spin up / spin down) (eV): -5.25 / -5.25
Gap between HOMO and LUMO (spin up / spin down) (eV): 4.75 / 4.76
HOMO level (spin up / spin down) (eV): -10.00 / -10.01



Entry 2:
The following is a quantum chemistry calculation of a 10-piece molecular cluster, C40H80O10 overall at a distorted geometry, from the OMol25 dataset.

The geometry in ORCA input format:
```
! RIJCOSX wB97M-V def2-TZVPD def2/J DEFGRID3
* xyz 0 1
C 5.2382 -21.2887 6.2770
C 5.4620 -19.8209 6.1756
C 4.4264 -19.2301 7.0786
O 4.1231 -20.3359 7.9919
C 4.9451 -21.4708 7.7719
H 6.1288 -21.8318 5.9610
H 4.3800 -21.6605 5.7171
H 5.3916 -19.5108 5.1330
H 6.4966 -19.6617 6.4793
H 3.5110 -19.0519 6.5142
H 4.8919 -18.3872 7.5894
H 4.4389 -22.3916 8.0618
H 5.8602 -21.3995 8.3598
C 0.4464 -23.5334 17.6431
C 1.6418 -24.3106 17.2034
C 2.1144 -25.0212 18.4611
O 0.9375 -25.2794 19.2446
C -0.1862 -24.4194 18.8065
H -0.2200 -23.1229 16.8844
H 0.8906 -22.6761 18.1489
H 2.3757 -23.6110 16.8033
H 1.3896 -25.0318 16.4260
H 2.7206 -24.2832 18.9864
H 2.6221 -25.9614 18.2461
H -0.7550 -23.8636 19.5520
H -0.9052 -25.1230 18.3868
C 10.4032 -25.7956 12.7361
C 10.6112 -26.8899 13.7802
C 11.9988 -27.4382 13.3341
O 12.6838 -26.2776 12.9970
C 11.7831 -25.3852 12.3262
H 9.8002 -25.0048 13.1824
H 9.8444 -26.2914 11.9423
H 9.7998 -27.6176 13.7686
H 10.7422 -26.5037 14.7911
H 11.8423 -28.1427 12.5173
H 12.5861 -27.9682 14.0840
H 11.8861 -25.4201 11.2417
H 12.0791 -24.3923 12.6649
C 13.6476 -19.5452 9.2009
C 12.3662 -19.4591 9.9723
C 11.3321 -19.8520 8.8379
O 12.0684 -20.8742 8.0727
C 13.4458 -20.6566 8.1330
H 14.5319 -19.8652 9.7521
H 13.7474 -18.5585 8.7486
H 12.1565 -18.4417 10.3024
H 12.4602 -20.1637 10.7986
H 10.9640 -19.0626 8.1826
H 10.3782 -20.1954 9.2384
H 13.8357 -20.1423 7.2546
H 14.1026 -21.5118 8.2922
C -0.1202 -14.5210 8.9487
C 0.3049 -13.3244 8.0934
C 1.7794 -13.0920 8.4682
O 2.2236 -14.3782 8.8315
C 1.2161 -15.0224 9.5567
H -0.7042 -15.2561 8.3948
H -0.7539 -14.1026 9.7307
H -0.3861 -12.5124 8.3197
H 0.2401 -13.5350 7.0259
H 1.8969 -12.4633 9.3508
H 2.3317 -12.6212 7.6549
H 1.2179 -15.0045 10.6466
H 1.2691 -16.0956 9.3735
C 9.4719 -12.7555 9.3279
C 8.7541 -12.7262 8.0138
C 7.9252 -13.9956 7.9097
O 8.3587 -14.8487 8.9720
C 9.6247 -14.2627 9.4234
H 8.7996 -12.3160 10.0648
H 10.4514 -12.2883 9.4304
H 9.4367 -12.6400 7.1684
H 8.0472 -11.8981 7.9627
H 7.9862 -14.4867 6.9385
H 6.8814 -13.7562 8.1130
H 10.4611 -14.5817 8.8016
H 9.8909 -14.4992 10.4536
C 8.3121 -25.2524 19.6960
C 8.2898 -24.3698 20.9164
C 8.8459 -23.0680 20.4029
O 8.0404 -22.9717 19.1478
C 7.9972 -24.2732 18.5773
H 7.6468 -26.1020 19.8495
H 9.3259 -25.6419 19.6035
H 8.8335 -24.7526 21.7800
H 7.2817 -24.2306 21.3069
H 9.8933 -23.1107 20.1043
H 8.7193 -22.2595 21.1230
H 8.7638 -24.4082 17.8143
H 7.0338 -24.5572 18.1538
C 6.9920 -18.6563 13.3975
C 5.6988 -18.8910 12.6722
C 5.2744 -20.2877 13.1736
O 6.5420 -20.9313 13.4451
C 7.3858 -20.0038 14.0799
H 6.8667 -17.7646 14.0116
H 7.6694 -18.3271 12.6095
H 5.9097 -18.9461 11.6042
H 4.9222 -18.1397 12.8155
H 4.5867 -20.7424 12.4605
H 4.6270 -20.2663 14.0502
H 8.3813 -20.4240 13.9361
H 7.1893 -20.0082 15.1520
C 4.6450 -16.8993 18.5838
C 5.1483 -18.0295 19.4065
C 4.1928 -19.1880 19.0182
O 2.9707 -18.4999 18.9916
C 3.1604 -17.1728 18.4187
H 5.0853 -16.9525 17.5881
H 4.8619 -15.9448 19.0633
H 4.9177 -17.8007 20.4470
H 6.1903 -18.3151 19.2629
H 4.1898 -20.0609 19.6710
H 4.3873 -19.6330 18.0424
H 2.5002 -16.4430 18.8874
H 2.8840 -17.2365 17.3662
C 3.7154 -28.6471 11.6752
C 4.1470 -27.3201 11.0819
C 4.3551 -26.3462 12.3575
O 4.1495 -27.1711 13.4823
C 4.3841 -28.5115 13.0747
H 4.1346 -29.4760 11.1048
H 2.6595 -28.8909 11.7919
H 3.3180 -27.0444 10.4303
H 5.0708 -27.4238 10.5128
H 3.6656 -25.5025 12.3884
H 5.3320 -25.8643 12.3966
H 4.0087 -29.1892 13.8415
H 5.4642 -28.6556 13.0490
*
```

Results
Electronic energy (hartree): -2324.17528
Lowest unoccupied orbital energy (eV): 0.36
Gap between HOMO and LUMO (eV): 9.65
HOMO level (eV): -9.29
Structure (SMILES): C1CCOC1.C1CCOC1.C1CCOC1.C1CCOC1.C1CCOC1.C1CCOC1.C1CCOC1.C1CCOC1.C1CCOC1.C1CCOC1
Energy relative to the best compared isomer or geometry (same formula, charge and spin) (kcal/mol): 95.5



Entry 3:
The following is a quantum chemistry calculation of C18H38N2O2RuSSi2Te5 as an isolated structure, from the OMol25 dataset.

The geometry in ORCA input format:
```
! RIJCOSX wB97M-V def2-TZVPD def2/J DEFGRID3
* xyz 1 2
Ru 0.0496 -3.6885 -1.5208
C 4.7363 -4.2787 -2.7339
C 3.5707 -3.5853 -2.0863
O 2.4381 -3.6640 -2.5584
N 3.8263 -2.8727 -0.9705
C 2.8014 -2.0775 -0.3066
C 2.1295 -1.1106 -1.2468
C 2.7816 0.0575 -1.6091
C 2.1850 0.9262 -2.5060
C 0.9235 0.6106 -2.9739
C 0.3278 -0.5594 -2.5384
N 0.9169 -1.4351 -1.7171
H 4.8721 -3.8697 -3.7345
H 4.4948 -5.3357 -2.8364
H 5.6636 -4.1758 -2.1736
H 4.7768 -2.8054 -0.6517
H 3.2879 -1.5296 0.4995
H 2.0410 -2.7264 0.1274
H 3.7573 0.2712 -1.1916
H 2.6850 1.8344 -2.8148
H 0.3911 1.2575 -3.6562
H -0.6758 -0.8026 -2.8565
Te 0.3604 -6.1097 -2.4661
Te -2.1170 -5.2266 -1.6428
Te -1.7905 -3.3025 -3.4329
Te 1.2778 -5.6246 -0.0513
C 0.6921 4.8101 3.8405
Si 1.0328 3.5062 2.5508
C 2.2151 2.2232 3.2311
C 1.7562 4.2735 1.0068
C -0.5958 2.6692 2.1005
Te -0.2944 1.1178 0.6682
C -2.3569 0.5788 0.4179
Si -3.3745 1.6591 -0.7433
C -5.1760 1.2199 -0.4974
C -2.8504 1.2614 -2.4962
C -3.1315 3.4815 -0.4174
H 1.6133 5.3174 4.1348
H 0.2531 4.3702 4.7384
H 0.0006 5.5674 3.4658
H 3.1667 2.6864 3.5015
H 2.4214 1.4360 2.5015
H 1.8095 1.7499 4.1283
H 2.6693 4.8260 1.2387
H 1.0522 4.9713 0.5478
H 2.0029 3.5137 0.2611
H -1.2798 3.4038 1.6755
H -1.0630 2.2331 2.9854
H -2.7925 0.5289 1.4198
H -2.3146 -0.4383 0.0177
H -5.3721 0.1653 -0.7040
H -5.8089 1.8099 -1.1641
H -5.4930 1.4276 0.5271
H -2.9006 0.1840 -2.6776
H -1.8288 1.6016 -2.6771
H -3.5013 1.7526 -3.2221
H -3.4884 3.7729 0.5726
H -3.6998 4.0560 -1.1530
H -2.0831 3.7722 -0.5115
C -2.9655 -2.9330 1.6916
S -1.2225 -3.2674 1.4755
C -0.6071 -2.2134 2.7748
O -0.8559 -2.5739 0.1678
H -3.2678 -3.2685 2.6829
H -3.5100 -3.4942 0.9345
H -3.1327 -1.8648 1.5676
H -0.9332 -2.6574 3.7162
H -0.9758 -1.1969 2.6504
H 0.4796 -2.2160 2.7197
*
```

Results
Electronic energy (hartree): -3380.69035
Expectation value of S²: 0.84
Lowest unoccupied orbital energy (spin up / spin down) (eV): -4.42 / -4.24
Gap between HOMO and LUMO (spin up / spin down) (eV): 5.37 / 5.56
HOMO level (spin up / spin down) (eV): -9.79 / -9.79
Energy relative to the best compared isomer or geometry (same formula, charge and spin) (kcal/mol): 15.2



Entry 4:
The following is a quantum chemistry calculation of one molecule with the formula C6H16N2 at a distorted geometry, from the OMol25 dataset.

The geometry in ORCA input format:
```
! RIJCOSX wB97M-V def2-TZVPD def2/J DEFGRID3
* xyz 0 1
C 1.1218 -2.1750 0.7502
C -0.1698 -1.4551 1.0728
C -0.7458 -0.1671 0.0479
C -1.7733 0.5862 0.8924
C 0.3927 0.6296 -0.5201
C -0.5358 1.7264 -1.5607
N 1.1893 1.3720 0.3717
N 1.2960 -0.0772 -1.3470
H 1.9971 -1.5578 0.9670
H 1.2299 -3.0673 1.3804
H 1.1399 -2.5445 -0.2791
H -0.9884 -2.1842 1.0523
H -0.1280 -1.1014 2.1089
H -1.2419 -0.7250 -0.7491
H -2.6565 0.8298 0.2972
H -2.1415 0.0191 1.7536
H -1.4349 1.5296 1.3287
H 0.1470 2.5270 -1.8670
H -1.4036 2.2604 -1.1658
H -0.8413 1.1882 -2.4637
H 0.7335 1.5286 1.2619
H 2.0651 0.8859 0.5332
H 0.8082 -0.5951 -2.0697
H 1.9401 0.5672 -1.7958
*
```

Results
Electronic energy (hartree): -347.67559
Lowest unoccupied orbital energy (eV): 1.06
Gap between HOMO and LUMO (eV): 9.44
HOMO level (eV): -8.39
Structure (SMILES): CC[C@@H](C)C(C)(N)N
Energy relative to the best compared isomer or geometry (same formula, charge and spin) (kcal/mol): 30.9